(1)
Computed, not measured: a cluster of 13 separate species, C34H77N9O13 in total at a distorted geometry, with ωB97M-V/def2-TZVPD.

The geometry in XYZ format:
```
133
Properties=species:S:1:pos:R:3:forces:R:3:mulliken_charge:R:1
C -1.17528 5.83819 -3.15501 2.5 0.2 -0.8 -0.70
C -0.49586 6.42120 -4.43469 -0.6 0.7 0.4 -0.55
C 0.55792 5.41198 -4.74666 1.6 -0.5 -1.8 -0.46
O 0.69574 4.53979 -3.66901 0.5 -0.1 0.9 -0.30
C -0.60756 4.42304 -3.14703 0.6 1.2 1.6 -0.08
H -2.21240 5.83118 -3.25554 -1.8 0.3 0.3 0.37
H -0.77222 6.35270 -2.28340 -0.5 0.2 0.1 0.34
H 0.00525 7.37985 -4.30537 -0.5 0.2 0.3 0.25
H -1.20724 6.50286 -5.26081 0.1 0.1 0.1 0.28
H 1.56295 5.85621 -4.99204 -0.9 -0.5 0.3 0.33
H 0.22277 4.81263 -5.60266 0.2 0.0 -0.3 0.22
H -0.55336 4.07130 -2.11876 0.1 -0.5 -0.1 0.14
H -1.16426 3.78674 -3.75172 -1.2 -1.5 -1.0 0.22
C 2.46529 4.50353 4.42120 -1.0 0.3 0.1 -0.61
C 1.97821 4.64116 5.89473 1.4 0.9 -1.4 -0.88
C 1.13216 3.43181 6.10413 -1.9 0.3 0.6 -0.27
O 0.73217 2.96862 4.80279 -0.1 0.1 -0.2 -0.46
C 1.23032 3.81378 3.74274 2.0 0.2 2.4 -0.01
H 3.35235 3.89964 4.49937 0.2 -0.7 -0.6 0.29
H 2.77986 5.44563 3.94742 -0.4 -0.2 0.2 0.44
H 1.61504 5.63608 6.08885 -1.3 0.1 -0.1 0.30
H 2.85669 4.69739 6.47469 1.1 -0.6 1.0 0.38
H 0.22107 3.71972 6.67845 0.4 -0.3 -0.4 0.23
H 1.56295 2.59139 6.65248 0.4 0.2 -0.2 0.33
H 0.52552 4.57689 3.47395 -0.6 0.2 -0.4 0.44
H 1.52785 3.13937 2.97636 -0.1 -0.2 -1.0 -0.21
C 1.45760 0.32655 -6.44942 -0.2 0.5 -0.7 -0.71
C 2.31376 1.39260 -5.79019 0.8 -0.6 1.3 -0.54
C 1.86034 1.19132 -4.32331 2.4 0.2 1.6 0.20
O 0.52862 0.86325 -4.28486 -1.1 -0.5 -0.6 0.00
C 0.22270 0.33453 -5.55204 -1.7 -2.3 -0.5 -0.37
H 1.93250 -0.64497 -6.52458 0.1 -0.1 0.2 0.26
H 1.14449 0.63104 -7.46016 0.2 -0.2 0.2 0.37
H 2.00171 2.37378 -6.15005 0.3 0.1 0.1 0.22
H 3.43326 1.24001 -5.80279 -1.3 0.3 -0.5 0.35
H 1.94178 2.10891 -3.71858 0.5 -0.3 -0.1 0.25
H 2.43540 0.32340 -3.82389 -0.2 1.3 -0.8 -0.31
H -0.52608 1.01726 -5.97533 -0.2 -0.6 -0.1 0.38
H -0.17942 -0.77104 -5.45108 0.3 2.2 -0.1 -0.06
C 1.80746 0.59770 0.94376 3.0 0.6 2.1 0.81
C 1.64091 1.72884 -0.03840 1.9 0.2 -1.1 -0.81
C 0.62192 1.14259 -0.99776 1.3 0.6 0.4 0.89
O -0.16390 0.38798 -0.14046 -1.7 -0.3 -1.1 -0.20
C 0.74977 -0.37584 0.57107 -0.4 -1.4 1.4 1.86
H 1.63734 1.06509 1.92150 -0.3 -0.6 0.1 -1.02
H 2.88367 0.18930 1.07987 -1.8 0.4 -0.7 0.31
H 2.53603 1.87658 -0.63822 0.4 0.3 0.1 0.39
H 1.46974 2.66980 0.51078 -0.7 -0.2 -0.7 0.19
H 1.12734 0.49751 -1.74091 -0.2 0.2 0.2 -1.02
H 0.12209 1.91563 -1.48743 -1.5 0.8 -1.0 -0.07
H 1.20128 -1.18928 -0.07505 -0.9 0.5 0.9 -1.47
H 0.18464 -0.63855 1.49284 0.7 -0.9 -0.9 0.26
O -1.75653 -1.29338 4.93659 2.0 1.4 0.9 -0.63
C -2.57305 -2.08680 4.58858 -2.9 -1.7 -0.6 0.64
N -3.59472 -1.73913 3.74624 -0.5 -0.2 -0.2 -0.17
C -2.62069 -3.54050 5.01862 1.1 0.7 0.0 -1.20
H -3.55834 -0.77790 3.39073 -0.2 -0.2 0.1 0.27
H -4.40874 -2.34335 3.53977 1.2 0.7 0.3 0.23
H -3.50250 -3.99300 4.68282 -1.4 -0.7 -0.4 0.38
H -2.51196 -3.71516 6.07762 0.1 0.3 0.3 0.38
H -1.81386 -4.03195 4.50320 0.5 -0.3 -0.2 0.15
O 0.19836 -2.98718 -1.92066 1.9 -0.8 -0.3 -0.06
C 1.01404 -3.70720 -2.52259 -0.2 -1.8 0.1 0.05
N 1.84174 -4.60892 -1.84243 -1.6 1.2 -1.5 -0.13
C 1.13542 -3.59487 -4.04271 0.7 1.9 1.4 -0.75
H 2.36250 -5.39273 -2.18943 0.0 0.4 -0.7 0.20
H 2.01843 -4.35978 -0.91175 0.2 0.2 1.7 0.08
H 1.62617 -4.36586 -4.62384 0.1 -0.2 0.3 0.41
H 1.73225 -2.62268 -4.08594 -0.4 -1.2 -0.5 0.09
H 0.15420 -3.34186 -4.39466 -0.5 -0.1 -0.4 0.21
O -3.29009 0.96001 2.87571 -1.6 -1.0 -1.1 -0.79
C -2.58048 1.84160 3.30792 1.8 -1.0 2.4 0.46
N -1.79497 1.58311 4.40033 -0.4 0.7 -0.6 -0.09
C -2.53986 3.12953 2.58532 -0.1 -0.6 -0.9 -0.67
H -1.02132 2.20164 4.59449 0.0 0.0 0.1 0.20
H -1.74973 0.62413 4.77865 -0.1 0.4 -0.6 0.27
H -2.16408 2.76788 1.60446 -0.2 0.9 0.2 -0.01
H -1.94652 3.91177 2.99728 0.6 0.5 0.3 0.34
H -3.57660 3.44139 2.51099 0.0 0.2 -0.3 0.31
O 4.12927 -1.51792 -3.59190 -0.3 0.0 -0.3 -0.64
C 4.14379 -1.73365 -2.39108 1.4 0.7 -0.6 0.87
N 3.06213 -1.87579 -1.64583 -1.2 1.3 -2.1 0.57
C 5.42272 -1.81133 -1.60492 1.2 1.3 0.6 -1.33
H 3.11800 -2.25827 -0.77310 -0.1 -1.0 2.9 0.04
H 2.16915 -1.72475 -2.08330 -0.1 -0.1 0.2 -0.89
H 5.52451 -2.85094 -1.29762 0.5 0.0 0.0 0.31
H 5.34750 -1.18961 -0.65410 0.0 -0.8 -1.1 0.27
H 6.31053 -1.39959 -2.19677 -1.3 -1.0 0.7 0.33
O -3.06208 -3.37050 -2.68740 0.2 -0.5 -0.3 -0.86
C -3.03949 -2.14342 -2.76130 -0.6 0.4 0.8 0.95
N -1.96983 -1.40031 -2.51770 -1.5 1.3 -0.6 0.78
C -4.32651 -1.42410 -3.01543 0.1 1.0 -1.6 -1.14
H -1.13170 -1.89416 -2.40865 1.7 -0.5 0.4 -0.13
H -2.05340 -0.37785 -2.54637 0.4 -0.5 -0.1 -0.23
H -4.27355 -0.33127 -3.20486 0.3 -0.6 0.4 0.11
H -5.02810 -1.62506 -2.24208 -0.6 -0.3 0.6 0.28
H -4.68546 -1.83709 -3.95703 -0.4 -0.2 0.1 0.39
O -1.95468 -5.17305 1.65823 0.2 -0.4 0.4 -0.77
C -2.32211 -4.55747 0.66345 -1.0 0.6 -0.8 0.20
N -2.46279 -5.10650 -0.54645 0.5 -1.2 0.6 -0.17
C -2.80614 -3.12910 0.72565 0.2 0.0 -0.4 0.67
H -2.20051 -6.06444 -0.66264 0.1 -0.4 0.2 0.26
H -2.65639 -4.61715 -1.39067 -0.3 1.1 -0.6 0.26
H -2.52610 -2.67433 1.66408 0.0 0.1 0.2 -0.52
H -3.90007 -3.20986 0.65866 0.2 0.4 0.0 0.65
H -2.40704 -2.52967 -0.11143 -0.3 -0.3 0.2 -0.65
O 2.66014 -3.74431 0.97865 -1.6 -1.2 0.9 -0.69
C 1.65147 -4.35641 1.46718 2.1 0.3 -1.2 0.75
N 0.44733 -3.82967 1.44712 -0.6 2.1 -0.7 1.44
C 1.67988 -5.79953 1.95929 -1.5 0.8 0.7 -1.32
H 0.36934 -2.89593 0.98747 0.1 -1.1 0.7 -0.94
H -0.42420 -4.30047 1.70288 0.5 -0.1 0.2 -0.19
H 0.66980 -5.90882 2.43663 1.1 -0.3 0.1 0.26
H 2.49355 -6.01450 2.67471 -0.4 0.0 -0.7 0.32
H 1.59186 -6.44134 1.08050 0.7 -0.1 0.1 0.32
O 1.02785 -1.03493 3.40657 0.6 -0.2 2.4 -0.19
C 1.58477 -1.05604 4.51780 -0.2 1.2 -1.6 0.42
N 1.75156 0.11419 5.25548 -0.8 -0.8 -1.0 -0.25
C 2.32657 -2.25926 5.01200 1.2 -0.2 0.0 -1.21
H 2.53295 0.18686 5.86823 0.3 -0.1 0.4 0.23
H 1.47699 0.95402 4.75456 0.0 0.0 0.3 0.05
H 2.35830 -2.96819 4.19036 -0.3 -0.3 0.2 0.07
H 2.08869 -2.72532 5.97576 -0.5 0.3 -0.4 0.34
H 3.37981 -1.94856 5.12173 -0.2 0.0 0.0 0.42
O -2.41756 1.60229 -2.34198 -0.6 -0.5 0.9 -0.69
C -3.15363 1.54258 -1.34517 -0.2 1.0 0.0 0.41
N -2.94668 0.70748 -0.29800 0.2 0.2 0.2 0.32
C -4.39094 2.44620 -1.23897 0.6 -1.3 -2.1 -1.39
H -3.39495 0.82369 0.61801 0.0 0.1 -0.7 0.19
H -1.99302 0.36185 -0.23685 0.1 -0.3 0.0 0.32
H -4.68324 2.59902 -0.25127 -0.5 0.4 1.7 0.45
H -5.19249 1.90232 -1.76485 0.1 0.2 0.2 0.29
H -4.21579 3.36445 -1.79240 0.1 0.1 0.1 0.30
```
Forces are in eV/Å.

As for the gap between HOMO and LUMO: 9.189 eV. The total energy comes out at -2812.736966 Ha. For the LUMO energy, the calculation gives 0.016 Ha. The HOMO energy comes out at -8.742 eV.


(2)
Computed, not measured: a cluster of 14 separate species, C14H56N28O14 in total at a distorted geometry, with ωB97M-V/def2-TZVPD.

The geometry in XYZ format:
```
112
Properties=species:S:1:pos:R:3:forces:R:3:mulliken_charge:R:1
C 13.07296 -7.89585 10.99382 -3.3 -0.5 0.4 0.36
O 11.97729 -8.46134 10.80614 1.1 0.0 -0.4 -0.74
N 13.89603 -8.32980 11.95655 2.0 1.0 0.1 -0.36
N 13.37392 -6.72312 10.39098 0.5 -0.5 -0.1 0.20
H 14.77609 -7.83296 11.97108 0.1 -0.5 0.5 0.15
H 13.78418 -9.17392 12.47802 -0.3 -0.2 -0.2 0.24
H 12.63106 -6.36308 9.81346 0.1 0.3 -0.1 -0.35
H 14.07355 -6.12033 10.80414 -0.3 0.1 -0.4 0.22
C 9.71739 -8.14575 3.36378 -0.7 1.9 -0.7 0.57
O 10.17344 -7.18367 3.96138 0.5 -0.5 0.1 -0.47
N 8.75265 -8.94945 3.87240 -0.1 -0.8 0.2 -0.35
N 9.92681 -8.36024 2.01808 -0.1 -0.6 0.3 -0.46
H 8.32025 -8.75307 4.76003 0.3 0.3 0.2 0.20
H 8.42663 -9.71984 3.32130 -0.2 -0.1 0.2 0.14
H 10.65127 -7.91782 1.48735 0.1 0.1 0.3 0.22
H 9.35253 -9.05538 1.58183 0.2 0.0 -0.4 0.12
C 12.88615 -9.14417 6.68978 2.0 -1.0 1.1 0.79
O 14.09034 -8.85904 6.90798 -1.3 0.4 -0.3 -0.88
N 11.89321 -8.31124 6.41444 0.1 0.9 -0.2 0.06
N 12.54826 -10.44447 6.80973 -0.4 -1.1 -0.2 -0.42
H 12.07180 -7.32403 6.49479 -0.4 -0.1 -0.2 -0.18
H 10.95486 -8.63851 6.28609 -0.2 0.2 0.0 0.16
H 11.62814 -10.80296 6.63031 0.0 0.1 0.0 0.15
H 13.28570 -11.10034 6.99048 0.0 0.1 0.0 0.23
C 8.30461 -7.22317 10.88861 1.3 -1.6 -0.9 0.58
O 7.67612 -6.22849 10.56001 -0.3 0.5 0.9 -0.61
N 9.36744 -7.67342 10.16378 -1.9 0.7 0.5 -0.16
N 8.03227 -8.01976 11.99378 -0.6 1.9 -0.1 -0.51
H 9.63426 -6.97520 9.48084 1.0 -0.7 -0.3 -0.11
H 9.91306 -8.40135 10.58302 1.0 0.3 -0.5 0.37
H 7.29120 -7.56737 12.50684 -0.2 -0.9 0.3 0.25
H 8.19162 -9.00691 11.97743 -0.2 -0.1 0.1 0.21
C 15.34536 -4.18282 11.22032 0.8 -0.3 0.0 0.23
O 16.53292 -4.40578 11.47486 -0.6 0.0 -0.3 -0.77
N 14.83314 -3.92631 10.02037 0.1 0.5 -1.3 1.09
N 14.37649 -4.32349 12.15550 0.5 -0.5 1.5 -0.28
H 15.47459 -3.80556 9.25365 -0.4 0.5 0.1 0.12
H 13.85004 -3.68764 9.91943 0.6 -0.2 0.0 -0.56
H 13.42153 -4.08392 11.99472 -0.2 0.0 0.1 0.13
H 14.72702 -4.76583 12.98771 -0.5 0.3 0.3 0.18
C 9.98551 -1.95488 2.90407 0.7 1.5 -0.7 0.42
O 9.60625 -0.92039 2.35339 -0.3 -0.8 0.1 -0.71
N 10.19230 -3.11962 2.22736 -0.2 0.0 0.4 -0.40
N 10.38373 -1.93482 4.21158 -0.8 0.0 -0.2 -0.29
H 10.30488 -3.93608 2.81034 -0.1 -0.4 -0.5 0.20
H 9.91845 -3.10357 1.26120 -0.4 -0.4 0.1 0.23
H 10.42467 -0.95243 4.43844 0.5 -0.3 0.6 0.22
H 11.09535 -2.60380 4.47874 0.3 0.3 0.1 0.23
C 13.26129 -4.16476 3.19593 -1.0 0.8 1.4 0.40
O 12.35610 -4.08207 4.05055 0.3 0.1 0.2 -0.43
N 12.94890 -4.08320 1.88334 1.0 -0.8 0.1 -0.34
N 14.57625 -4.26193 3.52789 -1.8 -0.4 -1.0 -0.34
H 12.01004 -3.81528 1.62485 0.3 -0.1 -0.1 0.27
H 13.71817 -4.27773 1.26821 -0.5 0.4 -0.7 0.14
H 14.82650 -3.90157 4.43556 0.7 -0.4 0.1 0.18
H 15.10396 -4.59733 2.74545 1.2 0.4 0.7 0.14
C 14.75130 -0.18490 9.94231 0.6 -1.9 -2.5 0.51
O 15.72040 -0.94349 9.88149 -0.2 1.4 0.8 -0.65
N 13.49289 -0.70081 9.86300 -0.2 0.6 0.3 -0.03
N 14.75769 1.15844 9.72591 0.7 1.4 0.4 -0.38
H 12.73086 -0.03886 9.84207 -0.3 -0.7 0.3 0.17
H 13.38984 -1.69180 9.71901 -0.2 0.3 0.6 -0.11
H 15.59532 1.67890 9.53129 0.3 -0.5 0.2 0.21
H 13.93526 1.73039 9.70781 -0.3 -0.3 0.1 0.12
C 15.07651 -5.22229 7.21849 -0.6 0.1 -0.7 0.65
O 15.02756 -4.02903 6.88594 0.2 0.0 0.3 -0.84
N 14.22399 -6.14706 6.69271 -0.4 0.1 0.1 0.08
N 15.94235 -5.76390 8.09685 0.0 -0.6 -0.4 -0.34
H 13.39514 -5.77422 6.25765 0.3 0.2 -0.2 -0.49
H 14.22320 -7.15596 6.92790 0.2 0.4 -0.2 0.38
H 16.69465 -5.28338 8.55257 0.0 0.0 -0.1 0.27
H 15.75576 -6.74069 8.24074 0.6 0.0 0.6 0.09
C 13.77019 -0.44301 5.69126 0.1 -0.4 -2.1 0.59
O 14.20531 -0.82980 4.60734 0.5 -0.2 1.0 -0.67
N 13.20520 0.81251 5.79543 -0.5 0.0 1.7 -0.47
N 13.66270 -1.19371 6.81235 -0.2 -0.3 -0.5 0.29
H 12.27896 0.66186 6.17125 -0.1 1.1 -0.1 0.15
H 13.35455 1.49167 5.07547 -0.3 -0.3 -0.4 0.26
H 13.97791 -2.15117 6.75970 0.3 -0.1 0.2 -0.08
H 13.24177 -0.84238 7.65427 0.5 0.1 0.2 0.01
C 7.45522 -6.65983 6.92451 -0.3 0.8 0.7 0.78
O 8.38379 -7.41680 6.65474 -0.1 -0.2 -0.1 -0.60
N 6.20860 -6.76142 6.36763 0.6 -0.4 -0.1 -0.45
N 7.53260 -5.62393 7.80473 0.6 0.2 -0.4 -0.05
H 5.53186 -6.05822 6.58178 -0.4 -0.3 -0.2 0.14
H 6.02796 -7.56993 5.80343 -0.3 0.2 -0.1 0.21
H 8.31835 -5.49536 8.42277 0.2 -0.3 -0.1 -0.27
H 6.75851 -5.01774 7.99384 -0.2 -0.2 0.0 0.16
C 11.07615 -4.96239 7.61821 0.2 1.4 -0.3 -0.18
O 10.63918 -5.48052 8.65906 0.0 -0.2 -0.2 0.49
N 11.84778 -3.85153 7.65361 0.2 0.3 0.4 1.26
N 10.78757 -5.36495 6.37650 -1.0 -1.8 0.0 0.57
H 11.91169 -3.39727 8.54425 0.3 0.0 0.4 -0.51
H 12.24537 -3.40254 6.84595 -0.1 -0.2 -0.2 -0.61
H 11.15382 -5.00052 5.51790 0.3 0.4 -0.2 0.06
H 10.09187 -6.10072 6.30497 0.1 -0.1 -0.2 -0.31
C 11.22224 -3.19855 11.20767 0.0 1.1 -1.2 0.30
O 12.17071 -3.14049 10.39419 -0.5 -0.1 0.5 -0.16
N 10.53914 -4.33420 11.39139 0.5 0.2 0.4 -0.27
N 10.76828 -2.07883 11.83806 -0.1 -1.3 0.3 -0.32
H 10.79925 -5.09050 10.77246 -0.4 -0.2 0.1 -0.09
H 9.86508 -4.39238 12.13175 -0.2 -0.5 -0.2 0.17
H 9.90901 -2.25251 12.32922 -0.1 0.8 0.1 0.19
H 11.05902 -1.15847 11.53548 0.1 0.0 0.1 0.12
C 10.16989 0.72240 9.91232 -0.6 0.1 0.8 0.72
O 11.14246 0.61792 10.65967 -0.2 0.0 -0.2 -0.80
N 9.98215 -0.09311 8.83726 0.6 0.7 0.5 -0.27
N 9.15327 1.58992 10.21598 -0.2 0.0 -0.5 -0.46
H 10.65689 -0.84044 8.81574 -0.3 -0.3 -0.5 0.10
H 9.12522 -0.07640 8.31776 0.0 -0.4 -0.1 0.21
H 8.57530 1.97220 9.48660 -0.1 -0.1 0.1 0.20
H 9.22927 2.13426 11.05595 0.3 0.1 -0.1 0.26
```
Forces are in eV/Å.

As for the gap between HOMO and LUMO: 8.744 eV. For the energy above the lowest of the compared OMol25 structures with the same formula, charge and spin, the calculation gives 62.1 kcal/mol. The total energy comes out at -3154.187668 Ha. For the LUMO energy, the calculation gives 0.003 Ha. The HOMO energy comes out at -8.671 eV.


Number 2 is which compound?
C14H56N28O14


LUMO of number 1 (C34H77N9O13)?
0.016 Ha


Among the records above, which one has the highest gap between HOMO and LUMO?
C34H77N9O13